Record 1
This record from the Open Molecules 2025 dataset describes an isolated molecule of C4H7N3O at a distorted geometry. The level of theory is ωB97M-V/def2-TZVPD.

Output
LUMO energy = -0.7 eV
relative energy (zero: lowest compared OMol25 entry of this formula, charge and spin) = 676.09 kJ/mol
E_tot = -395.89090 hartree
spin multiplicity = 1
orbital gap = 7.4 eV
SMILES = C/N=N/C1=CNOC1

Geometry as XYZ:
```
15
Properties=species:S:1:pos:R:3:forces:R:3
C -1.22769 -1.75743 -2.04000 1.6126 0.2237 -3.1852
N -0.01126 -1.10987 -1.28803 -7.0118 1.2701 3.5326
N -0.78327 -0.64429 -0.18122 5.8130 -0.0147 -4.2507
C 0.04568 0.33411 0.45738 -1.7622 -2.6614 0.5804
C 0.98160 1.08423 -0.02726 1.9918 3.3760 0.4857
N 1.54621 1.98376 0.99984 -2.0804 -0.6759 -3.7442
O 1.05035 1.54314 2.21073 -1.3622 -1.3887 0.6834
C 0.01836 0.51453 1.89898 -2.0671 0.9344 4.1465
H -1.79633 -1.00699 -2.76377 1.2288 -0.9895 1.9820
H -0.91585 -2.55123 -2.83813 -0.2163 1.0174 1.9328
H -1.84176 -2.10110 -1.23137 -0.6751 -0.4778 -0.2819
H 1.20477 1.29552 -1.04613 0.3494 -0.0689 -0.4980
H 2.53498 1.98341 0.92536 1.2004 -0.2671 0.7077
H 0.31537 -0.34699 2.51276 -0.0913 -0.1623 -0.4572
H -1.12117 0.77919 2.41085 3.0703 -0.1151 -1.6339
```
Forces are in eV/Å.

***

Record 2
This record from the Open Molecules 2025 dataset describes an isolated molecule of C4H7N3O at a distorted geometry. The level of theory is ωB97M-V/def2-TZVPD.

Output
LUMO energy = 0.9 eV
relative energy (zero: lowest compared OMol25 entry of this formula, charge and spin) = 285.60 kJ/mol
E_tot = -396.03963 hartree
spin multiplicity = 1
orbital gap = 10.2 eV
SMILES = C=CN(N=C)C(N)=O

Geometry as XYZ:
```
15
Properties=species:S:1:pos:R:3:forces:R:3
C 0.55339 -0.31739 2.23282 -0.7456 -0.3729 3.3892
C 0.57808 -0.67095 0.96498 -0.3916 -0.3916 -0.6174
N -0.10098 0.08870 -0.07957 1.3229 -1.6986 1.3405
N 0.53976 0.30250 -1.27374 0.7941 -0.1869 0.3823
C 1.80475 0.09638 -1.41085 -1.0551 1.8954 -0.4021
C -1.51135 0.16478 -0.11964 -1.6241 -0.3061 3.8536
N -1.90262 0.83293 -1.18877 -6.2424 -1.2315 -1.2542
O -2.34525 -0.15301 0.78723 3.3729 0.1833 -2.3661
H 0.79736 -1.06503 3.14127 -0.0408 1.7081 -2.5768
H 0.07272 0.62581 2.62947 0.5638 -1.1075 -0.9082
H 1.04315 -1.63687 0.67164 -0.4757 0.7644 -0.1096
H 2.51566 -0.16338 -0.62656 -0.2365 -0.2004 -0.0484
H 2.14023 0.62243 -2.32928 0.2464 -1.1620 0.4614
H -1.28938 0.87930 -1.92681 1.6427 0.1804 -1.9297
H -2.89553 0.39380 -1.47220 2.8692 1.9259 0.7854
```
Forces are in eV/Å.

***

Record 3
This record from the Open Molecules 2025 dataset describes an isolated molecule of C4H7N3O at a distorted geometry. The level of theory is ωB97M-V/def2-TZVPD.

Output
LUMO energy = 0.6 eV
relative energy (zero: lowest compared OMol25 entry of this formula, charge and spin) = 926.50 kJ/mol
E_tot = -395.79553 hartree
spin multiplicity = 1
orbital gap = 9.2 eV
SMILES = N[C@@]12C[C@H]1NNC2=O

Geometry as XYZ:
```
15
Properties=species:S:1:pos:R:3:forces:R:3
N 1.55460 -0.15564 -0.83160 -0.0416 4.1830 0.1249
C 0.10900 0.00842 -0.69878 -1.0140 -1.9834 -4.1051
C -0.58504 -1.35557 -0.96743 1.8713 -2.1506 -1.2885
C -0.63016 -0.78055 0.35876 -7.1632 -0.3671 -8.4070
N 0.08097 -0.55035 1.34088 5.2796 2.0105 8.9120
N 0.15194 0.99004 1.22472 0.1134 3.2231 3.6290
C -0.25187 1.30058 -0.10477 -0.8191 4.4651 -0.9082
O -0.58077 2.42916 -0.57438 1.1633 -3.7068 1.8859
H 1.73312 0.59446 0.08147 1.1357 -2.2861 -3.6811
H 1.70600 0.33243 -1.91643 -0.0166 -1.3040 4.3480
H 0.30995 -2.21137 -1.01063 -2.6998 2.3779 -0.7466
H -1.59957 -1.46325 -1.47126 1.7348 -0.1768 0.6723
H -1.67691 -0.23574 0.36533 1.1926 -0.8711 0.3474
H -0.61168 -0.69614 2.01390 -0.0665 0.0828 3.3178
H 0.29042 1.79352 2.19021 -0.6701 -3.4965 -4.1008
```
Forces are in eV/Å.

***

Record 4
This record from the Open Molecules 2025 dataset describes a cluster of 2 separate species, C4H7N3O in total at a distorted geometry. The level of theory is ωB97M-V/def2-TZVPD.

Output
LUMO energy (alpha / beta) = 0.5 / -1.0 eV
relative energy (zero: lowest compared OMol25 entry of this formula, charge and spin) = 0.00 kJ/mol
E_tot = -395.96268 hartree
spin multiplicity = 3
orbital gap (alpha / beta) = 4.9 / 9.3 eV

Geometry as XYZ:
```
15
Properties=species:S:1:pos:R:3:forces:R:3
C 0.29999 -0.82317 0.69787 0.1504 0.3601 0.7193
C -3.11806 0.26909 -0.45950 0.2271 -0.1085 0.1707
C 2.19530 0.00749 -0.62041 0.2531 0.4085 -0.1257
C 1.15136 0.13776 0.45255 1.3814 1.8965 -0.2415
N -0.34623 -1.79248 1.08049 -2.4855 -2.0996 -0.0890
N -2.83799 -0.75546 -0.99996 0.3213 -1.0152 -0.2520
N 1.17038 1.35640 1.17791 -0.2650 -0.4380 -0.9116
O -3.27434 1.18459 0.22493 -0.3510 1.0286 0.4265
H 2.10445 -0.94896 -1.12835 -0.0458 0.0715 0.0578
H 2.08707 0.80909 -1.35333 0.1576 0.0816 -0.1461
H 3.19136 0.08151 -0.18185 0.1055 0.0682 -0.0463
H -1.24887 -1.97454 0.64207 0.2758 -0.4487 0.5335
H -2.98480 -1.15712 -1.89648 -0.1704 0.0773 -0.3260
H 1.23135 2.16078 0.56300 0.4437 0.2279 0.1978
H 0.37903 1.44502 1.80107 0.0018 -0.1102 0.0328
```
Forces are in eV/Å.

***

Record 5
This record from the Open Molecules 2025 dataset describes a structure of composition C4H7N3O2 at a distorted geometry. The level of theory is ωB97M-V/def2-TZVPD.

Output
LUMO energy = -0.1 eV
relative energy (zero: lowest compared OMol25 entry of this formula, charge and spin) = 730.82 kJ/mol
E_tot = -471.12468 hartree
spin multiplicity = 1
orbital gap = 9.5 eV

Geometry as XYZ:
```
16
Properties=species:S:1:pos:R:3:forces:R:3
C 0.27656 2.23027 -0.24594 1.3359 -1.0998 1.1347
C -0.05536 0.74886 -0.22443 0.2401 0.2730 -0.1516
C -2.70534 -1.19891 0.25853 -2.5497 1.3032 2.2526
C 1.26492 -0.05037 -0.12251 1.5085 1.7760 1.8079
H -0.63985 2.97100 -0.29168 2.3249 -1.5882 -0.0400
H 0.92162 2.13365 0.73476 -1.4775 1.5160 -1.3315
H 1.20584 2.23208 -0.96046 -2.1909 0.9945 0.7081
H -3.30560 -0.10647 0.60949 1.8718 -3.2349 -1.2055
H -3.39301 -2.12313 0.59762 2.3761 1.5664 -1.5651
H 0.33140 -1.81475 -0.87369 1.8116 0.7142 1.1546
H 2.99727 -1.40922 0.78925 -3.6683 -1.9349 -3.6729
N -1.24501 0.30867 -0.06162 1.1176 0.5569 -1.3798
N -1.48477 -1.09207 -0.16034 -2.3775 0.3252 1.3875
N 1.25230 -1.32175 -0.62286 2.2826 1.1602 2.6015
O 2.23710 0.59047 0.54790 -3.6924 -4.2780 -3.0887
O 2.34193 -2.09833 0.02598 1.0875 1.9503 1.3882
```
Forces are in eV/Å.

***

Record 6
This record from the Open Molecules 2025 dataset describes an isolated molecule of C4H7N3O3S at a distorted geometry. The level of theory is ωB97M-V/def2-TZVPD.

Output
LUMO energy = 0.5 eV
relative energy (zero: lowest compared OMol25 entry of this formula, charge and spin) = 252.26 kJ/mol
E_tot = -944.69677 hartree
spin multiplicity = 1
orbital gap = 9.8 eV

Geometry as XYZ:
```
18
Properties=species:S:1:pos:R:3:forces:R:3
C 1.62985 0.52438 -0.51493 2.9750 4.0703 5.0356
C -0.39790 -0.81650 -0.20771 0.1352 2.8343 1.4769
C 1.21305 -1.14715 -1.98342 0.0070 0.6011 -1.7928
C -2.08059 -0.27152 1.45525 -1.4829 -1.3777 0.9497
N 0.93163 1.41659 1.14380 1.0717 -3.0693 -2.0052
N 0.76436 -0.34884 -0.83720 0.7328 -0.9644 -2.6901
N -1.03787 0.09562 0.51405 -0.6825 1.8926 1.0696
O 2.74993 0.89485 -0.70676 -2.0563 -0.9415 -0.7353
O -0.66275 -1.93708 -0.35301 -1.4189 -4.3352 -0.5079
O -1.20387 2.63753 1.35248 -0.0353 -1.2771 -0.7742
S -0.45794 1.76481 0.41940 -1.0157 2.4022 0.6864
H 0.27789 -1.37828 -2.59998 1.8459 -0.1931 0.8169
H 1.98907 -0.56404 -2.53662 -1.2465 0.1604 0.0015
H 1.88255 -1.91990 -1.65409 -0.6978 -1.2513 0.2827
H -1.65890 -1.16893 2.08703 -1.4166 1.4978 -1.3603
H -2.45925 0.50393 2.17543 1.5066 -0.1102 -0.7604
H -3.07397 -0.42214 0.89401 1.6122 -0.7699 0.6919
H 1.59473 2.13669 1.35226 0.1664 0.8311 -0.3850
```
Forces are in eV/Å.

***

Record 7
This record from the Open Molecules 2025 dataset describes an isolated molecule of C4H7N3S at a distorted geometry. The level of theory is ωB97M-V/def2-TZVPD.

Output
LUMO energy (alpha / beta) = -0.9 / -0.9 eV
relative energy (zero: lowest compared OMol25 entry of this formula, charge and spin) = 611.05 kJ/mol
E_tot = -718.86985 hartree
spin multiplicity = 1
orbital gap (alpha / beta) = 6.0 / 6.0 eV
SMILES = C/N=c1/cnsn1C

Geometry as XYZ:
```
15
Properties=species:S:1:pos:R:3:forces:R:3
C -0.01870 1.50969 -1.52106 0.5249 -2.6540 -1.2598
N -0.11357 1.81424 -0.13438 2.0141 -3.8794 3.4314
C 0.32615 0.34196 0.82333 -3.2062 3.1432 -4.8046
C 1.15766 0.39348 1.91129 -0.2872 -3.9077 1.9750
N 1.20218 -0.74849 2.64739 -0.5009 0.9304 -1.0648
S 0.21057 -1.88480 2.00037 0.7942 1.1946 -0.0019
N -0.23422 -0.88840 0.70449 0.6707 0.9446 -0.3111
C -0.95642 -1.42135 -0.47438 -2.4617 0.1623 2.1403
H 0.88911 0.83500 -1.88060 -1.4937 1.1279 0.7361
H 0.13574 2.41715 -2.07272 -0.0873 0.7512 -0.1596
H -0.94398 1.01555 -1.94990 0.6698 0.3774 -0.0556
H 1.86149 1.11371 2.09528 1.1892 1.9479 0.6954
H -1.66661 -2.23336 0.02874 1.5983 1.3322 -1.9336
H -1.56905 -0.60567 -0.90975 0.1237 -0.4797 0.7363
H -0.28034 -1.65872 -1.26811 0.4522 -0.9907 -0.1234
```
Forces are in eV/Å.

***

Record 8
This record from the Open Molecules 2025 dataset describes a cluster of 2 separate species, C4H7N4 in total at a distorted geometry. The level of theory is ωB97M-V/def2-TZVPD.

Output
net charge = +1
LUMO energy (alpha / beta) = -6.2 / -6.2 eV
relative energy (zero: lowest compared OMol25 entry of this formula, charge and spin) = 368.29 kJ/mol
E_tot = -375.26223 hartree
spin multiplicity = 1
orbital gap (alpha / beta) = 7.9 / 8.3 eV

Geometry as XYZ:
```
15
Properties=species:S:1:pos:R:3:forces:R:3
C -2.44489 0.12239 0.98437 -2.2321 0.5642 1.8149
C -2.53152 -0.25887 -0.40892 -0.2187 1.9773 -1.7650
C 1.17117 -0.01092 -0.05434 -4.1055 -3.6314 -1.3995
C -0.87162 -1.17654 0.42968 2.0121 2.6914 -1.1236
N -1.46059 -0.48329 1.46275 2.6211 -0.5505 2.3718
N -1.50088 -0.88336 -0.81381 0.5968 -1.6363 0.5744
N 1.75000 0.52334 0.93640 -1.8584 -1.5653 -0.8567
N 1.41552 -0.07469 -1.35030 0.5336 1.8529 1.1779
H -3.07322 0.74609 1.68321 0.4411 -0.6052 -1.3925
H -3.13400 0.24495 -1.10419 -1.2369 0.1468 -0.9277
H -0.24091 -1.97408 0.65906 0.4129 -1.6957 -0.0914
H 1.50346 0.24092 1.82956 -0.5037 -0.1185 2.0671
H 2.39708 1.15745 0.73685 3.9257 3.4302 -0.1234
H 0.72581 -0.52495 -1.91569 -0.5116 -0.2389 -0.3085
H 1.92666 0.69655 -1.79635 0.1236 -0.6211 -0.0179
```
Forces are in eV/Å.